Record 1
Computed, not measured: 2 unconnected molecules or ions with the total composition C5H8O at a distorted geometry, with ωB97M-V/def2-TZVPD.

The SMILES is C#CC.CC=O. The net charge is 0. The energy comes out at -7358.683 eV.

Geometry (Å):
C  2.00  0.99  -0.04
C  1.98  -0.22  -0.07
C  -2.20  -0.06  0.38
C  1.52  -1.55  -0.11
C  -1.42  1.10  -0.15
O  -2.97  -0.79  -0.20
H  2.44  1.99  0.02
H  -2.01  -0.21  1.49
H  1.98  -2.09  0.66
H  1.45  -1.84  -1.09
H  0.47  -1.51  0.22
H  -0.37  0.66  -0.03
H  -1.39  2.16  0.24
H  -1.48  1.36  -1.31

Record 2
Computed, not measured: 2 unconnected molecules or ions with the total composition C3H11NO2S at a distorted geometry, with ωB97M-V/def2-TZVPD.

As for the spin multiplicity: 2. The net charge is +1. The energy comes out at -19698.571 eV.

Geometry (Å):
C  1.70  -1.06  -0.83
O  2.87  -0.36  -1.32
C  0.91  0.00  0.11
C  0.12  -0.96  1.05
S  -1.24  -0.04  1.96
N  -0.03  0.58  -0.93
H  1.13  -1.22  -1.83
H  2.01  -1.94  -0.33
H  3.53  -0.36  -0.60
H  1.60  0.67  0.67
H  0.72  -1.59  1.90
H  -0.48  -1.72  0.72
H  -0.81  1.17  2.48
H  -0.41  1.39  -0.42
H  -0.94  -0.05  -1.02
H  -4.25  1.37  -0.59
H  -3.17  2.54  -0.47
O  -3.26  1.57  -0.56

Record 3
Computed, not measured: a molecular structure, C4H10NO at a distorted geometry, with ωB97M-V/def2-TZVPD.

The net charge is +1. The energy comes out at -7838.483 eV.

Geometry (Å):
C  -1.03  1.18  1.25
C  0.87  0.88  -0.96
C  0.79  -1.14  0.75
C  0.07  0.02  0.07
N  -1.00  -0.64  -0.79
O  -2.19  1.26  1.17
H  -0.35  1.60  1.87
H  1.69  1.35  -0.36
H  0.42  1.68  -1.48
H  1.15  0.25  -1.78
H  1.39  -1.65  0.06
H  0.20  -1.76  1.47
H  1.59  -0.64  1.49
H  -1.21  -1.69  -0.47
H  -0.61  -0.68  -1.76
H  -1.80  -0.01  -0.54

Record 4
Computed, not measured: a molecular structure, C8H6N2O2S at a distorted geometry, with ωB97M-V/def2-TZVPD.

The net charge is 0. The energy comes out at -26297.992 eV.

Geometry (Å):
C  -2.07  1.16  0.71
C  -0.97  2.89  -0.31
C  -1.15  0.25  0.23
C  -0.16  0.85  -0.52
C  -1.29  -1.18  0.41
C  -0.37  -2.10  0.13
C  1.37  -0.45  -0.88
C  0.99  -1.83  -0.51
N  -1.99  2.49  0.42
N  0.00  2.09  -0.80
O  3.56  -0.92  0.50
O  3.11  1.51  -0.01
S  2.60  0.15  0.16
H  -2.79  0.81  1.44
H  -0.85  4.02  -0.43
H  -2.28  -1.73  0.71
H  -0.62  -3.21  0.28
H  1.81  -2.26  -0.05
H  1.07  -2.53  -1.46

Record 5
Computed, not measured: 2 unconnected molecules or ions with the total composition C3H7NO4 at a distorted geometry, with ωB97M-V/def2-TZVPD.

The SMILES is CC(=O)NC(=O)O.O. The net charge is 0. The energy comes out at -12905.138 eV.

Geometry (Å):
O  -1.90  0.45  -0.61
C  -0.81  0.77  -0.18
N  0.11  -0.28  -0.05
C  1.48  -0.08  0.06
O  2.28  -1.14  -0.20
O  1.97  1.00  0.40
C  -0.51  2.07  0.46
H  -0.34  -1.23  -0.16
H  1.83  -1.80  -0.76
H  -1.25  2.40  1.30
H  0.52  2.17  0.93
H  -0.62  2.92  -0.25
H  -2.46  -1.36  -0.01
H  -2.30  -2.62  0.80
O  -1.99  -2.19  -0.03

Record 6
Computed, not measured: a molecular structure, C9H20AlBeCl6FKN2O9S at a distorted geometry, with ωB97M-V/def2-TZVPD.

The net charge is +1. The energy comes out at -143050.873 eV.

Geometry (Å):
N  3.03  1.32  -0.90
C  2.48  0.44  -1.96
C  1.03  -0.21  -1.61
C  1.13  -1.09  -0.27
C  0.57  -2.54  -0.43
O  -0.54  -2.72  -1.31
S  -1.93  -3.01  -0.45
O  -1.86  -2.35  0.82
O  -3.33  -2.31  -1.15
C  -3.32  -0.98  -1.59
C  -3.61  0.02  -0.45
O  -4.81  0.17  -0.15
O  -2.68  0.70  0.20
H  3.17  0.82  -0.01
H  2.47  2.19  -0.78
H  3.16  -0.42  -2.10
H  2.44  1.05  -2.88
H  0.36  0.66  -1.47
H  0.69  -0.76  -2.49
H  2.27  -1.23  -0.05
H  0.63  -0.52  0.59
H  0.42  -3.05  0.55
H  1.40  -3.08  -0.90
H  -2.43  -0.64  -2.15
H  -4.17  -0.89  -2.29
H  -2.64  1.58  -0.28
C  -1.43  -0.81  3.99
O  -1.49  0.33  4.47
O  -2.45  -1.69  3.98
O  -0.45  -1.35  3.43
N  4.61  -0.07  -4.67
H  3.68  -0.47  -4.87
H  4.60  0.38  -3.75
H  5.32  -0.82  -4.68
H  4.84  0.63  -5.39
Be  6.96  0.19  -4.46
C  -3.19  4.39  -0.80
O  -2.13  3.49  -0.73
H  -3.69  4.64  0.15
H  -2.95  5.39  -1.21
H  -4.03  4.09  -1.44
C  1.42  -0.15  6.69
Cl  0.64  1.23  7.47
Cl  0.36  -1.55  6.76
Cl  1.75  0.25  4.99
Cl  2.94  -0.51  7.51
K  1.80  0.62  1.39
Cl  -6.36  1.11  -0.36
Al  -0.67  3.67  0.41
Cl  -4.35  -1.31  4.18
F  0.32  -4.82  0.50